[1]
{
  "formula": "H4NS",
  "method": "ωB97M-V/def2-TZVPD",
  "elements": ["N", "H", "H", "H", "S", "H"],
  "coordinates": [[1.224, -0.732, 0.069], [1.377, -1.086, -0.877], [1.622, 0.199, 0.053], [0.217, -0.533, 0.081], [-1.740, 1.078, -0.113], [-2.700, 1.075, 0.787]],
  "homo_energy_ev": -2.6,
  "spin_multiplicity": 1,
  "charge": -1
}



[2]
{
  "formula": "H4O2",
  "method": "ωB97M-V/def2-TZVPD",
  "elements": ["O", "H", "H", "O", "H", "H"],
  "coordinates": [[4.484, 3.320, -2.529], [4.521, 4.244, -2.190], [5.417, 3.100, -2.750], [8.363, 2.321, -3.148], [8.809, 3.173, -3.357], [8.860, 1.647, -3.665]],
  "smiles": "O.O",
  "homo_energy_ev": -11.3,
  "spin_multiplicity": 1
}



[3]
{
  "formula": "H4O2",
  "method": "ωB97M-V/def2-TZVPD",
  "elements": ["O", "H", "H", "O", "H", "H"],
  "coordinates": [[-1.837, -0.122, -0.050], [-2.618, 0.287, 0.264], [-1.326, 0.719, 0.084], [1.979, -0.001, -0.002], [1.367, 0.745, -0.088], [1.436, -0.760, 0.156]],
  "smiles": "O.O",
  "homo_energy_ev": -11.6,
  "spin_multiplicity": 1
}